{"formula": "C18H29N2O6P2Sn", "method": "wB97M-V/def2-TZVPD", "lumo_ev": [-3.01, -3.04], "multiplicity": 1, "homo_lumo_gap_ev": [9.08, 5.44], "charge": 1, "elements": ["C", "C", "N", "C", "C", "C", "C", "P", "Sn", "P", "C", "O", "O", "H", "H", "H", "C", "C", "H", "H", "H", "H", "C", "C", "H", "H", "H", "H", "H", "H", "H", "H", "H", "H", "H", "H", "H", "H", "H", "H", "H", "H", "O", "C", "O", "C", "C", "C", "C", "C", "C", "N", "O", "O", "H", "H", "H", "H"], "coordinates": [[2.3631, -4.0238, -1.8015], [1.6369, -2.8565, -1.6441], [2.0202, -1.8625, -0.8397], [3.2230, -1.9522, -0.2757], [4.0917, -3.0183, -0.5308], [3.6297, -4.1072, -1.2570], [0.5053, -2.6482, -2.5932], [-0.5565, -1.1951, -2.3138], [0.9464, 0.5642, -1.0819], [2.3904, 0.4368, 0.9886], [3.6859, -0.7907, 0.5956], [-1.7721, -6.2924, 1.1712], [0.7558, -3.0467, 3.0310], [1.9324, -4.8097, -2.4245], [5.0824, -2.9891, -0.0838], [4.2766, -4.9609, -1.4598], [-1.1860, -0.8782, -3.9837], [-1.9932, -1.5257, -1.2717], [4.1054, -1.1605, 1.5359], [4.4705, -0.2519, 0.0580], [-0.0871, -3.5374, -2.6500], [0.9114, -2.4988, -3.6011], [3.0888, 2.0161, 1.5755], [1.6417, -0.2049, 2.5032], [-0.0727, -2.8625, 2.6474], [0.7516, -2.7282, 3.9522], [-2.4490, -5.9808, 0.5519], [-0.9583, -6.1943, 0.6584], [1.0131, 1.5360, -2.5380], [-3.2081, -2.8831, 2.6070], [-1.4536, -1.8187, -4.4899], [-2.0730, -0.2349, -3.9247], [-0.4152, -0.3655, -4.5766], [-2.8544, -1.8205, -1.8880], [-1.7734, -2.2985, -0.5245], [-2.2568, -0.5948, -0.7458], [2.3828, -0.1461, 3.3127], [0.7990, 0.4210, 2.8085], [1.2932, -1.2463, 2.3889], [4.0286, 1.8377, 2.1260], [3.2735, 2.6901, 0.7268], [2.3560, 2.5038, 2.2404], [0.5748, 3.1356, -0.1462], [-0.5724, 2.6644, 0.0744], [-0.8485, 1.3883, -0.0158], [-1.6977, 3.5846, 0.4153], [-2.8613, 3.1408, 1.0706], [-3.8889, 4.0292, 1.3654], [-3.7761, 5.3821, 0.9846], [-2.6149, 5.8360, 0.3264], [-1.5819, 4.9414, 0.0571], [-4.8117, 6.3055, 1.2800], [-5.8317, 5.8973, 1.8787], [-4.6781, 7.4958, 0.9133], [-2.9537, 2.0923, 1.3472], [-4.7891, 3.7007, 1.8770], [-2.5383, 6.8849, 0.0366], [-0.6766, 5.3003, -0.4436]], "forces_ev_per_angstrom": [[-0.2, -0.3, -0.3], [0.4, -0.1, -0.1], [0.3, -0.6, -0.1], [0.5, 0.0, 0.2], [-0.2, 0.2, 0.6], [0.4, 0.1, 0.0], [-0.5, 0.5, 0.1], [-0.2, 0.6, -0.1], [-1.1, 1.2, -1.3], [0.0, 0.3, 2.1], [0.2, 0.1, -0.2], [0.0, 0.4, -0.6], [1.8, -0.4, 1.1], [0.3, 0.1, 0.2], [-0.1, -0.1, -0.2], [-0.2, 0.2, 0.2], [-0.2, 0.1, -0.4], [-0.5, -0.3, 0.1], [0.1, 0.0, -0.1], [0.2, -0.1, 0.1], [-0.5, -0.6, -0.1], [0.0, 0.0, 0.1], [0.7, 0.1, -0.2], [-0.2, -0.3, 0.3], [-1.7, 0.2, -0.3], [-0.3, -0.3, -0.6], [0.0, -0.2, 0.3], [0.0, -0.2, 0.3], [-0.1, 0.3, -0.2], [0.0, 0.0, 0.0], [0.0, 0.3, 0.2], [0.3, -0.1, 0.0], [-0.2, -0.1, 0.2], [0.2, -0.1, 0.3], [-0.1, 0.1, -0.2], [0.2, -0.3, -0.2], [-0.1, -0.2, -0.1], [0.0, 0.0, -0.2], [0.4, 0.6, 0.0], [-0.3, 0.2, -0.1], [0.0, -0.2, 0.3], [0.2, -0.3, -0.3], [-1.6, -1.3, 0.2], [1.3, 0.5, -0.3], [0.9, 0.1, -0.6], [-0.6, 0.6, 0.2], [0.3, 0.2, -0.3], [-0.1, 0.7, -0.1], [2.1, -1.6, -0.5], [-0.5, -0.1, 0.2], [-0.1, -0.2, 0.1], [-2.9, 2.5, 0.6], [2.1, 0.5, -1.1], [0.0, -2.4, 0.7], [0.0, 0.2, -0.1], [0.2, 0.1, -0.1], [-0.1, -0.4, 0.1], [-0.4, -0.3, 0.2]]}


{"formula": "C18H29N3OS2", "method": "wB97M-V/def2-TZVPD", "lumo_ev": -0.49, "multiplicity": 1, "homo_lumo_gap_ev": 6.70, "elements": ["C", "H", "O", "C", "C", "H", "H", "C", "N", "C", "N", "H", "C", "H", "C", "H", "H", "C", "N", "C", "C", "C", "C", "C", "S", "H", "H", "H", "H", "H", "C", "C", "H", "H", "C", "C", "H", "C", "H", "H", "H", "H", "H", "H", "H", "S", "H", "H", "H", "H", "H", "H", "H"], "coordinates": [[3.4603, -3.0990, 0.9621], [4.0817, -2.5333, 1.4676], [2.1925, -3.6101, 1.5924], [1.4456, -2.6024, 1.9507], [2.0858, -1.7503, 2.9367], [2.8496, -0.9818, 2.7550], [2.5588, -2.1599, 4.0016], [0.8288, -0.9584, 3.6806], [0.2067, -0.1175, 2.7310], [-0.9729, -0.2889, 2.0932], [-1.4807, 0.4261, 1.2863], [-0.6670, 0.9156, 0.7622], [-2.2993, 0.1179, 0.0452], [-3.2910, -0.3124, 0.8671], [-2.9482, 1.3098, -0.5164], [-3.8331, 1.2670, -0.8406], [-3.0610, 2.2623, 0.2494], [-1.8878, 2.0620, -1.4296], [-0.8855, 1.1720, -1.4379], [0.4771, 1.9015, -1.7500], [1.6032, 1.4445, -0.8813], [1.8062, 2.2268, 0.5330], [2.7816, 1.6185, 1.1564], [3.4274, 0.6446, 0.5958], [2.5133, -0.0530, -1.1038], [4.1772, -0.0463, 0.7023], [3.3463, 2.0459, 1.9051], [1.0945, 2.9784, 0.6899], [0.4305, 2.9822, -1.8191], [0.8138, 1.5636, -2.8558], [-1.0541, -0.2291, -1.8067], [-1.8943, -0.9537, -0.9050], [-2.8371, -1.2308, -1.3641], [-1.3241, -1.6606, -0.3990], [-1.4014, -0.2027, -3.2896], [-2.9286, 0.6105, -3.3407], [-3.5950, 0.0132, -3.0102], [-2.5230, 2.2492, -2.7469], [-3.4719, 2.5927, -2.8705], [-1.8268, 2.5403, -3.3459], [-3.0066, 0.8623, -4.5024], [-1.6238, -1.1306, -3.3013], [-0.6080, 0.1742, -3.8887], [0.1544, -0.6263, -1.8205], [-1.6925, 2.8942, -1.1124], [-2.0013, -1.4532, 2.5615], [0.8283, 0.7722, 2.1750], [0.1003, -1.3511, 3.9951], [1.1408, -0.3032, 4.4910], [1.2162, -2.0584, 1.2760], [0.5054, -3.1827, 2.3493], [3.1464, -2.6432, 0.0542], [3.8423, -4.1086, 0.4727]], "forces_ev_per_angstrom": [[-4.4, -7.3, -4.1], [3.0, 2.3, 3.1], [5.6, -2.7, -2.5], [-1.0, -6.3, 9.8], [-1.0, 2.1, 8.2], [-0.6, -0.2, -1.0], [-1.0, -0.3, -3.0], [11.1, 6.3, -5.3], [1.9, 6.3, -5.0], [2.7, -7.5, 8.5], [1.2, 10.1, -12.5], [-1.2, 0.4, 1.1], [-6.5, -2.1, 7.7], [2.4, 0.4, -3.0], [7.4, 6.2, 4.3], [-6.7, -1.1, -3.1], [0.0, -3.0, -0.7], [-7.7, -8.4, -2.9], [7.4, 1.0, 1.2], [-0.1, -3.8, -3.2], [-0.6, 1.8, 4.5], [-3.9, -2.5, -8.9], [2.9, 0.1, 1.8], [-1.1, -4.2, -4.6], [0.5, 4.4, 3.6], [1.8, -0.8, 1.2], [0.7, 0.9, 2.4], [-0.3, 1.2, 0.7], [-0.6, 0.1, 0.5], [-0.8, 0.9, 2.0], [6.8, 2.6, -4.0], [-1.5, 1.6, 1.0], [0.1, -0.9, 0.0], [0.2, -1.9, 0.8], [-3.2, 5.3, 2.6], [10.1, 6.4, -5.7], [-5.0, -3.5, 2.6], [-3.1, -7.1, 1.4], [-2.3, 2.2, 0.2], [3.7, 2.2, -4.5], [-0.5, -0.9, 2.5], [-1.3, -6.8, -2.3], [0.2, 0.2, -0.7], [-3.3, 0.7, 0.4], [2.8, 8.8, 4.1], [-1.6, -3.8, 2.1], [-2.1, -3.6, 2.4], [-9.5, -7.6, 4.7], [0.7, 0.0, 0.1], [-3.5, 6.9, -9.2], [1.2, 1.9, -0.3], [-0.3, 1.2, -0.7], [0.1, 2.1, 1.6]]}


{"formula": "C18H29N3ReS5", "method": "wB97M-V/def2-TZVPD", "s_squared": 0.7560, "lumo_ev": [-6.08, -6.19], "multiplicity": 2, "homo_lumo_gap_ev": [6.91, 7.71], "charge": 2, "elements": ["Re", "C", "C", "S", "C", "C", "S", "C", "C", "S", "C", "C", "S", "H", "H", "H", "H", "H", "H", "H", "H", "H", "H", "H", "H", "H", "H", "H", "H", "C", "N", "C", "C", "N", "C", "S", "H", "H", "H", "H", "H", "H", "H", "H", "N", "C", "C", "C", "C", "C", "C", "H", "H", "H", "H", "H"], "coordinates": [[0.7262, 1.3093, -1.5183], [1.3594, -1.6051, -2.5304], [0.0513, -1.4323, -3.2836], [-0.9336, 0.0131, -2.7289], [-1.7677, -0.6593, -1.2400], [-2.2688, 0.4805, -0.3691], [-0.9690, 1.6762, 0.1197], [-0.1363, 0.7883, 1.4863], [1.2185, 1.4259, 1.7481], [2.2858, 1.5246, 0.2597], [2.9699, -0.1764, 0.1420], [3.5624, -0.3792, -1.2442], [2.3724, -0.0690, -2.6068], [1.9497, -2.4029, -2.9837], [1.1762, -1.8669, -1.4886], [-0.5647, -2.3238, -3.1693], [0.2171, -1.2690, -4.3487], [-1.0590, -1.3068, -0.7085], [-2.6122, -1.2638, -1.5770], [-2.7228, 0.0899, 0.5420], [-3.0126, 1.0896, -0.8848], [-0.0438, -0.2669, 1.2170], [-0.7639, 0.8740, 2.3753], [1.7660, 0.8825, 2.5181], [1.1178, 2.4612, 2.0768], [2.1779, -0.8937, 0.3677], [3.7495, -0.2736, 0.8989], [3.9451, -1.3932, -1.3580], [4.3834, 0.3137, -1.4311], [0.8592, -3.6697, 3.7516], [-0.4190, -3.8563, 3.0866], [-1.5308, -4.5877, 3.7078], [-2.6457, -4.4784, 2.6540], [-1.9514, -3.8441, 1.5267], [-0.6744, -3.5297, 1.8261], [0.4358, -2.8197, 0.7484], [0.7796, -4.0681, 4.7595], [1.1128, -2.6116, 3.8067], [1.6522, -4.1924, 3.2189], [-1.8050, -4.1311, 4.6568], [-1.2326, -5.6202, 3.8927], [-3.4682, -3.8489, 2.9901], [-3.0468, -5.4504, 2.3767], [-2.2323, -3.9736, 0.5713], [0.4912, 2.8310, -2.3165], [0.0934, 4.1679, -2.1166], [0.2295, 4.8178, -0.8904], [-0.2219, 6.1159, -0.7516], [-0.8087, 6.7645, -1.8349], [-0.9166, 6.1283, -3.0636], [-0.4556, 4.8307, -3.2119], [0.7247, 4.3084, -0.0711], [-0.1112, 6.6310, 0.1927], [-1.1708, 7.7772, -1.7200], [-1.3502, 6.6457, -3.9081], [-0.5114, 4.3165, -4.1629]], "forces_ev_per_angstrom": [[-0.8, 0.3, -0.8], [0.1, -0.1, -0.1], [0.0, 0.1, 0.0], [0.3, -0.3, 0.5], [0.0, -0.1, 0.0], [0.1, 0.0, 0.0], [0.2, -0.3, 0.0], [0.0, 0.0, 0.1], [0.0, 0.0, -0.1], [-0.1, -0.2, 0.1], [0.1, 0.0, 0.0], [0.0, 0.1, 0.0], [0.0, -0.3, 0.3], [0.0, 0.0, 0.0], [0.0, 0.0, 0.0], [0.0, 0.0, 0.0], [0.0, 0.0, 0.0], [-0.1, 0.1, 0.0], [0.0, 0.0, 0.0], [0.0, 0.0, 0.0], [0.0, 0.0, 0.0], [0.0, 0.0, 0.0], [0.0, 0.0, 0.0], [0.0, 0.0, 0.0], [0.0, 0.0, 0.0], [0.0, 0.0, 0.0], [0.0, 0.0, 0.0], [0.0, 0.0, 0.0], [0.0, 0.0, 0.0], [0.0, 0.0, 0.0], [0.1, 0.1, 0.1], [0.1, 0.0, -0.1], [0.0, 0.0, 0.0], [0.0, 0.0, 0.0], [0.0, 0.0, 0.0], [-0.1, -0.1, 0.2], [0.0, 0.0, 0.0], [0.0, 0.0, 0.0], [0.0, 0.0, 0.0], [0.0, 0.0, 0.0], [0.0, 0.0, 0.0], [0.0, 0.0, 0.0], [0.0, 0.0, 0.0], [0.0, 0.0, 0.0], [0.4, 1.0, 0.5], [-0.1, -0.2, -0.4], [0.1, -0.2, 0.1], [0.0, 0.0, -0.1], [0.0, 0.0, 0.1], [0.0, -0.1, 0.0], [0.0, 0.0, -0.1], [-0.1, 0.0, 0.0], [0.0, 0.0, 0.0], [0.0, 0.0, 0.0], [0.0, 0.0, 0.0], [0.0, 0.0, 0.0]]}


{"formula": "C18H29N4RuSi", "method": "wB97M-V/def2-TZVPD", "s_squared": 0.7725, "lumo_ev": [-7.38, -8.14], "multiplicity": 2, "homo_lumo_gap_ev": [6.70, 6.54], "charge": 2, "elements": ["Ru", "N", "C", "C", "N", "C", "C", "N", "C", "C", "N", "H", "H", "H", "H", "H", "H", "H", "H", "H", "H", "H", "H", "H", "H", "H", "H", "H", "H", "C", "C", "C", "C", "C", "C", "Si", "C", "C", "C", "C", "C", "C", "H", "H", "H", "H", "H", "H", "H", "H", "H", "H", "H"], "coordinates": [[-0.6177, 0.5567, 0.9707], [-1.6347, 1.9913, 2.1123], [-1.1279, 3.3380, 1.7522], [-1.0994, 3.4721, 0.2466], [-0.5629, 2.2412, -0.3868], [-1.3624, 1.8008, -1.5483], [-2.7146, 1.3197, -1.0796], [-2.4992, 0.1901, -0.1449], [0.8672, 2.3327, -0.7344], [1.6868, 2.5490, 0.5134], [1.3698, 1.4581, 1.4759], [-2.6266, 1.9257, 1.8985], [-1.5472, 1.8573, 3.1169], [-0.1425, 3.4430, 2.1943], [-1.7521, 4.1307, 2.1686], [-0.5161, 4.3512, -0.0366], [-2.1084, 3.6407, -0.1224], [-0.8352, 0.9582, -2.0008], [-1.4544, 2.5791, -2.3116], [-3.3138, 1.0394, -1.9467], [-3.2673, 2.0952, -0.5514], [-2.3187, -0.6671, -0.6683], [-3.3327, 0.0174, 0.4086], [1.0610, 3.1124, -1.4779], [1.1520, 1.3752, -1.1751], [1.4707, 3.5094, 0.9753], [2.7417, 2.5585, 0.2397], [1.4815, 1.7749, 2.4328], [2.0222, 0.6858, 1.3466], [-2.2290, -3.9337, -2.3546], [-1.3971, -2.8673, -2.6813], [-0.7127, -2.1963, -1.6812], [-0.8343, -2.5874, -0.3360], [-1.6885, -3.6548, -0.0266], [-2.3720, -4.3271, -1.0324], [0.1107, -1.8126, 1.0550], [1.9308, -1.6627, 0.7424], [2.4913, -1.1371, -0.4348], [3.8634, -1.1221, -0.6237], [4.7036, -1.6216, 0.3661], [4.1713, -2.1361, 1.5393], [2.7959, -2.1481, 1.7344], [-2.7587, -4.4638, -3.1348], [-1.2709, -2.5767, -3.7164], [-0.0533, -1.3797, -1.9578], [-1.8093, -3.9763, 1.0014], [-3.0073, -5.1662, -0.7810], [-0.0819, -2.6439, 2.2573], [1.8523, -0.7673, -1.2288], [4.2812, -0.7418, -1.5471], [5.7751, -1.6191, 0.2164], [4.8246, -2.5406, 2.3010], [2.3955, -2.5546, 2.6559]], "forces_ev_per_angstrom": [[-0.2, 2.3, -0.7], [0.1, -0.4, 0.0], [-0.1, 0.2, 0.1], [0.1, 0.1, 0.0], [0.1, -0.6, 0.0], [-0.2, 0.1, -0.1], [0.0, -0.1, -0.1], [0.4, -0.4, 0.5], [0.1, 0.2, 0.0], [0.1, -0.1, 0.0], [-0.4, -0.6, 0.1], [-0.1, 0.0, 0.1], [0.0, -0.1, 0.0], [0.0, 0.0, 0.0], [0.0, -0.1, 0.1], [0.0, -0.1, -0.1], [0.0, 0.0, 0.0], [0.0, 0.0, -0.1], [0.0, 0.1, 0.1], [-0.1, -0.1, 0.1], [0.0, 0.0, -0.1], [-0.1, -0.1, 0.0], [-0.1, -0.1, -0.1], [-0.1, 0.0, 0.0], [0.0, 0.0, -0.1], [0.0, 0.0, 0.0], [0.0, -0.1, 0.1], [0.1, 0.0, 0.0], [0.1, 0.1, 0.1], [0.0, 0.0, 0.0], [0.0, 0.0, 0.0], [0.0, -0.1, 0.1], [-0.1, 0.0, -0.2], [0.0, 0.1, -0.1], [0.0, 0.0, 0.1], [0.1, -0.8, 0.0], [0.2, 0.1, 0.0], [0.0, -0.1, 0.1], [0.0, 0.0, 0.0], [0.0, 0.0, 0.0], [0.0, 0.0, 0.0], [0.0, 0.1, -0.1], [0.0, 0.0, 0.0], [0.0, 0.0, 0.0], [0.0, 0.0, 0.0], [0.0, 0.0, 0.0], [0.0, 0.0, 0.0], [-0.2, 0.3, 0.2], [0.0, -0.1, 0.0], [0.0, 0.0, 0.0], [0.0, 0.0, 0.0], [0.0, 0.0, 0.0], [0.0, 0.0, 0.0]]}


| no. | molecular weight (g mol⁻¹) |
| --- | --- |
| 1 | 550.1 |
| 2 | 367.6 |
| 3 | 634.0 |
| 4 | 430.6 |